{"formula": "C21H19ClN4ORhSSbSe4", "method": "ωB97M-V with the def2-TZVPD basis set", "total_energy_ev": -324385.470, "mol_weight_g_mol": 951.4, "e_above_lowest_kj_mol": 231.0, "homo_energy_ev": [-1.48, -1.48], "charge": -2, "species": ["C", "H", "H", "H", "H", "C", "H", "H", "H", "Se", "C", "C", "C", "Se", "C", "S", "Sb", "O", "Se", "Se", "N", "C", "C", "H", "Cl", "N", "C", "H", "C", "C", "C", "H", "C", "H", "H", "H", "C", "Rh", "H", "C", "C", "H", "C", "N", "H", "N", "C", "H", "H", "C", "C", "C", "H"], "positions_angstrom": [[-3.196030, -1.066598, -3.831437], [2.120829, 1.580128, -0.212029], [-5.309139, -3.191889, -0.931174], [6.223142, 0.526776, -0.581297], [3.978679, 2.922967, 3.086827], [-4.235225, -3.316740, -0.931379], [-3.586183, -0.200517, -4.350271], [-3.578628, 1.242901, -0.193233], [4.296575, -0.980927, -0.601764], [-5.041151, -1.339232, 1.811697], [4.394877, 0.775819, 0.502102], [5.824307, 2.685466, 2.019992], [4.485860, 2.404999, 2.277830], [-8.039884, 0.529924, 2.801007], [-1.680292, 2.247668, -0.021122], [-1.786302, -3.011984, 1.408324], [-5.686769, 1.088574, 2.830092], [1.973425, -1.488378, -0.874715], [-5.031204, 2.868421, 1.288045], [-4.603440, 1.103322, 4.990215], [-2.894651, -5.647141, 1.734368], [5.730169, 1.052034, 0.230187], [6.595065, 3.679262, 2.858498], [0.343481, 2.920405, 0.117762], [-5.442848, -0.854837, -2.406476], [-1.997133, -0.070461, -0.461585], [3.776474, 1.459169, 1.550232], [6.206840, 4.693228, 2.733618], [-0.323411, 2.079757, -0.065502], [6.430863, 1.981422, 0.985485], [-3.945634, -1.628680, -2.809511], [-2.144067, 3.192907, 0.225608], [-2.481697, -4.573138, 1.597009], [-0.506270, -3.108501, -3.681376], [7.652409, 3.688901, 2.586246], [2.758651, 1.218741, 1.836595], [-1.954099, -1.596118, -4.155598], [-3.447925, -1.829974, 0.245729], [6.527263, 3.436241, 3.921744], [-3.496885, -2.737653, -2.082819], [-0.660717, -0.237921, -0.508576], [-3.902324, -4.293620, -0.599682], [-2.255959, -3.248294, -2.446493], [1.626329, 0.716206, -0.358806], [7.474512, 2.168241, 0.754334], [3.743630, -0.217270, -0.252450], [-1.479069, -2.689182, -3.455133], [-0.297718, -1.238706, -0.685766], [-1.885601, -4.099775, -1.885425], [2.383088, -0.406744, -0.503376], [-2.500473, 1.138024, -0.239630], [0.207043, 0.819198, -0.323351], [-1.362781, -1.146416, -4.943569]], "forces_ev_per_a": [[-0.1, 0.0, 0.1], [0.0, 0.0, 0.0], [-0.2, -0.1, -0.2], [0.0, 0.0, 0.0], [0.0, -0.1, 0.0], [0.2, 0.8, 0.6], [0.0, 0.0, 0.0], [0.0, 0.0, 0.0], [0.0, 0.0, 0.0], [-0.6, -0.7, 0.1], [-0.2, -0.2, -0.1], [0.1, -0.1, 0.0], [-0.1, 0.0, 0.0], [0.1, -0.1, -0.1], [-0.4, -0.1, 0.0], [-0.7, -0.8, -0.2], [0.2, 0.3, -0.1], [0.1, 0.1, 0.0], [-0.1, 0.1, 0.1], [0.1, 0.0, -0.1], [0.0, 0.1, -0.1], [0.1, 0.1, 0.0], [-0.1, 0.0, -0.1], [0.0, -0.1, 0.0], [-0.1, -0.1, 0.1], [0.6, 0.3, 0.0], [0.0, 0.0, 0.2], [0.0, 0.0, 0.0], [0.2, 0.2, 0.0], [0.0, 0.0, 0.0], [0.1, 0.4, -0.4], [0.0, 0.0, 0.0], [0.4, 0.6, 0.0], [0.0, 0.0, 0.0], [-0.1, 0.0, 0.0], [0.1, 0.1, 0.0], [0.0, 0.1, -0.1], [0.6, 0.2, -0.1], [0.0, 0.0, -0.1], [-0.7, -0.5, 0.2], [-0.3, -0.1, 0.0], [0.0, -0.1, -0.1], [0.7, -0.2, 0.0], [-0.3, 0.0, 0.0], [0.0, 0.0, 0.0], [0.0, 0.1, 0.1], [-0.1, -0.2, 0.2], [0.0, 0.0, 0.0], [0.0, 0.0, 0.0], [-0.1, -0.1, -0.1], [0.2, 0.1, 0.0], [0.4, -0.1, -0.1], [0.0, 0.0, 0.0]]}


{"formula": "C21H19CuN11O8S", "method": "ωB97M-V with the def2-TZVPD basis set", "multiplicity": 2, "total_energy_ev": -110322.889, "mol_weight_g_mol": 649.1, "homo_energy_ev": [-7.64, -7.61], "s_squared": 0.76, "species": ["H", "N", "O", "C", "C", "H", "H", "N", "C", "O", "C", "H", "Cu", "O", "O", "N", "N", "H", "C", "H", "C", "H", "H", "N", "C", "H", "H", "H", "C", "H", "H", "C", "S", "C", "O", "N", "C", "C", "N", "H", "O", "O", "C", "C", "O", "C", "C", "C", "N", "H", "N", "N", "H", "C", "H", "C", "H", "H", "C", "C", "N"], "positions_angstrom": [[2.035793, 0.852987, -0.436023], [-0.185466, 4.075673, -0.645257], [0.699492, -2.555574, -5.726115], [2.879955, 0.654917, 2.847211], [-0.921940, 2.964628, -0.847575], [-0.130411, 1.455389, 2.092835], [-3.191072, 2.451677, 4.900061], [2.966156, -1.301689, 4.297453], [2.616117, 1.207621, 1.601213], [2.655846, -2.459150, 4.457726], [1.238089, -0.176686, -4.608411], [0.666533, 4.025731, -0.106673], [-0.438826, -0.569245, -2.131384], [2.356459, 3.088267, 0.351997], [1.016629, -2.883029, -0.230711], [-0.969629, 0.656823, -0.455337], [-0.010241, -2.143203, -4.820114], [-0.844407, 2.640957, 4.134164], [2.265949, -1.512892, 1.950894], [0.874248, 1.764012, -2.194835], [1.430045, -1.759330, -0.463446], [-0.398239, 1.902714, -3.276862], [3.213165, 1.265789, 3.674067], [2.752563, 2.622987, 1.409039], [-1.149718, 1.376392, 2.438520], [-2.842323, -4.359326, 1.503216], [-1.481192, -3.371778, -2.442874], [2.087424, -1.373399, -5.975734], [-1.875577, -1.418537, 0.141328], [2.111841, -2.570520, 2.100663], [-2.252319, -5.084499, -0.825161], [-1.616001, -0.018312, 0.440249], [-2.282991, 3.047831, -1.866480], [-1.551715, 2.036779, 3.584426], [3.240136, 3.282273, 2.298027], [-0.511873, 1.859404, -0.278627], [-2.170853, -4.053647, -0.518730], [-3.763539, 1.158672, 3.297359], [0.220619, -0.950891, -4.260010], [2.952495, 0.135126, -5.679275], [3.477801, -0.594392, 5.135062], [1.412136, -1.116620, -1.557803], [2.705824, -0.711957, 2.998879], [2.210693, 0.416504, 0.534442], [-0.967122, -2.739811, -4.393685], [-2.348592, -2.313922, 1.099905], [-2.493688, -3.648573, 0.766754], [-1.725431, -3.102202, -1.424963], [-1.601858, -1.822750, -1.111618], [-2.572096, -1.961399, 2.094086], [0.401121, 1.335851, -2.986408], [2.156329, -0.459864, -5.531770], [-4.786296, 1.077435, 3.630295], [-3.367640, 0.502371, 2.146447], [-4.085586, -0.056255, 1.565681], [2.016271, -0.944548, 0.709346], [-0.563076, 4.965336, -0.916900], [2.078159, 1.634179, -4.181478], [-2.051841, 0.609380, 1.703828], [-2.865093, 1.932542, 4.012209], [1.278763, 1.033754, -4.023123]], "forces_ev_per_a": [[0.0, 0.0, 0.1], [0.6, 0.2, 0.3], [0.3, -0.4, -0.4], [0.1, 0.1, 0.0], [-1.1, -0.4, -1.0], [0.0, 0.0, 0.0], [0.0, 0.1, 0.1], [0.1, -0.1, 0.2], [-0.1, -1.4, 0.2], [-0.1, -0.4, 0.1], [0.3, -0.2, -0.6], [-0.2, 0.1, 0.0], [-0.3, 1.4, 0.1], [0.2, 0.0, -0.1], [0.0, -0.3, 0.0], [-0.9, -1.6, -1.3], [0.3, -0.1, -0.5], [0.0, 0.0, 0.0], [0.0, 0.0, 0.1], [0.0, 0.0, -0.1], [0.6, 0.2, 1.0], [0.1, 0.2, 0.0], [0.0, 0.0, 0.0], [0.1, 0.8, -0.1], [0.1, -0.1, 0.0], [0.0, 0.0, 0.0], [0.1, 0.0, 0.1], [0.0, 0.3, 0.2], [-0.3, -0.6, 0.1], [-0.1, -0.1, 0.0], [0.0, 0.0, 0.0], [0.3, 1.1, 0.0], [-0.3, -0.1, -0.3], [0.0, 0.0, 0.0], [0.1, 0.1, 0.2], [1.7, 0.9, 1.4], [-0.1, 0.2, 0.1], [-0.1, 0.0, 0.1], [-0.7, 0.9, 1.4], [-0.1, 0.0, 0.0], [0.2, 0.2, 0.4], [0.2, 0.0, -0.6], [-0.3, 0.5, -1.1], [0.1, 0.2, 0.0], [-0.4, -0.3, 0.2], [0.2, 0.3, -0.2], [0.1, 0.0, -0.3], [-0.2, -0.6, -0.1], [0.3, 0.1, -0.1], [0.0, 0.0, 0.0], [-0.4, -0.7, 0.3], [0.1, -0.2, 0.0], [-0.1, 0.0, 0.0], [0.2, 0.1, -0.2], [-0.1, -0.1, 0.0], [-0.1, 0.0, -0.1], [0.0, -0.2, -0.1], [-0.3, -0.1, 0.0], [0.0, 0.1, 0.3], [0.0, 0.0, 0.0], [0.3, 0.2, 0.0]]}


{"formula": "C21H19F3N2O5S3", "method": "ωB97M-V with the def2-TZVPD basis set", "total_energy_ev": -75957.397, "mol_weight_g_mol": 532.6, "homo_energy_ev": -7.34, "species": ["H", "C", "C", "C", "N", "C", "C", "C", "H", "H", "H", "H", "C", "O", "H", "H", "C", "C", "C", "C", "N", "C", "C", "O", "C", "H", "C", "H", "C", "S", "H", "H", "C", "O", "F", "C", "F", "H", "F", "H", "C", "H", "H", "H", "O", "H", "C", "S", "O", "H", "S", "H", "C"], "positions_angstrom": [[5.008100, 0.213038, 3.856267], [0.197096, -1.825799, 1.645315], [5.120611, 1.291831, 3.901108], [4.757897, 2.083454, 2.808437], [2.615617, 0.450700, 1.616053], [-6.571901, -0.468805, -4.735417], [-4.199484, -3.447348, 0.425643], [-6.836096, -0.940760, -2.383599], [-3.776093, -1.894377, -3.351062], [5.779993, 5.134177, 3.911847], [-4.514207, -2.785627, 1.246371], [6.212676, 3.778552, 5.974045], [0.771127, 2.105247, 2.477078], [3.048821, -1.880006, 0.567853], [5.895261, 1.300034, 5.920930], [-8.379093, -0.133141, -3.586793], [1.182121, -1.798372, 3.887314], [-4.030338, -2.623997, -0.850350], [-5.296036, -1.034959, -4.671455], [-1.195238, -2.160641, 3.596152], [-5.515232, -1.362063, -2.306379], [-4.778562, -1.482836, -3.470440], [-1.061477, -2.028460, 2.207759], [-3.137443, -2.888332, -1.680951], [5.034057, 3.453204, 2.788422], [4.843753, 4.024333, 1.880980], [-4.961281, -1.566301, -1.050841], [0.332420, -1.793891, 0.559782], [5.636356, 1.907158, 5.048503], [4.122718, 1.404018, 1.259705], [-1.936223, -2.068327, 1.551694], [2.070841, -1.679982, 4.508300], [5.566601, 4.061337, 3.928831], [3.735780, 2.480529, 0.386616], [-0.419471, 2.702905, 2.242116], [-0.075447, -2.066914, 4.429123], [0.697794, 1.414404, 3.642272], [-4.673857, -1.152638, -5.550590], [1.717331, 3.060022, 2.615167], [-3.249451, -3.939613, 0.674404], [1.291591, -1.660317, 2.505041], [-2.185850, -2.314601, 4.034157], [-4.979562, -4.221838, 0.300191], [-5.536733, -1.159216, -0.203215], [3.848381, -1.337468, 2.894354], [-0.166795, -2.187298, 5.511161], [-7.348983, -0.477418, -3.573723], [2.874479, -1.241965, 1.840777], [5.028528, 0.384625, 0.817669], [-7.386273, -0.982312, -1.443784], [1.065157, 0.934276, 1.065635], [-6.958006, -0.080792, -5.671186], [5.834220, 3.293785, 5.069497]], "forces_ev_per_a": [[-0.1, 0.2, 0.0], [0.0, -0.3, 0.3], [-0.1, 0.0, 0.1], [0.0, 0.3, -0.1], [0.6, 0.6, -0.2], [0.2, -0.4, 0.1], [0.3, 0.2, 0.1], [0.9, 0.0, -0.2], [-0.4, 0.2, 0.1], [-0.1, -0.4, 0.1], [0.1, -0.3, -0.1], [-0.1, -0.2, -0.4], [-0.4, -0.5, -0.1], [-0.1, 0.3, 0.6], [-0.1, 0.2, -0.4], [0.2, 0.0, 0.0], [-0.2, 0.1, -0.2], [0.8, 0.2, -0.5], [-0.4, -0.1, 0.3], [0.2, 0.2, 0.0], [0.1, 0.9, -0.3], [-0.3, 0.1, 0.3], [0.1, -0.1, 0.0], [-0.6, -0.5, 0.6], [-0.1, 0.0, 0.2], [-0.1, -0.1, 0.3], [-0.9, -0.5, 0.8], [-0.1, 0.0, 0.5], [-0.1, 0.2, -0.3], [-0.3, -0.7, -0.6], [0.3, -0.1, 0.3], [-0.3, 0.0, -0.2], [0.0, -0.3, 0.0], [0.0, -0.6, 0.9], [0.7, -0.3, 0.3], [0.0, 0.0, 0.0], [0.1, 0.8, -0.6], [-0.1, 0.1, 0.0], [-0.7, -0.8, -0.1], [-0.3, 0.1, 0.0], [-0.1, -0.5, 0.0], [0.4, 0.0, -0.2], [0.3, 0.4, -0.1], [0.0, -0.5, -0.7], [-0.1, -0.2, -0.5], [-0.1, 0.0, -0.4], [0.0, 0.1, 0.0], [-0.3, 0.0, 0.2], [-0.2, 0.4, 0.2], [0.2, 0.0, -0.4], [1.3, 1.7, 0.6], [0.0, -0.1, 0.1], [-0.1, 0.0, -0.2]]}